(1)
A molecular structure, C28H35BrMnN4O5S. Source: the Open Molecules 2025 dataset; level of theory: the ωB97M-V functional and the def2-TZVPD basis.

Structure (XYZ):
```
75
Properties=species:S:1:pos:R:3:forces:R:3
Mn -0.584 0.780 -0.068 -0.136 -0.431 -0.262
C -2.004 -0.813 2.178 0.015 0.046 -0.077
O -1.017 0.193 1.940 -0.243 0.036 -0.048
C -1.234 1.397 2.685 0.010 0.123 -0.085
C -1.911 2.454 1.824 -0.031 -0.290 -0.012
O -1.023 2.624 0.719 0.116 -0.085 0.178
C -1.459 3.484 -0.345 -0.029 -0.128 -0.199
C -0.414 3.312 -1.432 -0.054 0.073 0.027
O -0.279 1.931 -1.795 -0.115 0.027 -0.119
C -0.957 1.602 -3.011 -0.092 -0.038 0.064
H -1.928 -1.147 3.215 -0.020 -0.020 0.011
H -1.778 -1.632 1.499 -0.024 -0.006 0.008
H -3.011 -0.447 1.970 0.025 0.011 -0.008
H -0.245 1.753 2.976 0.017 0.001 0.025
H -1.815 1.179 3.582 -0.044 0.042 0.029
H -2.017 3.398 2.363 0.027 0.003 0.077
H -2.890 2.128 1.459 0.032 0.053 0.013
H -1.480 4.514 0.018 0.022 0.071 -0.047
H -2.457 3.171 -0.672 0.064 0.039 0.055
H 0.562 3.637 -1.076 -0.006 -0.006 -0.019
H -0.687 3.892 -2.315 -0.006 0.073 0.014
H -0.517 2.164 -3.836 0.012 0.011 0.008
H -2.025 1.820 -2.931 0.002 -0.014 0.019
H -0.815 0.538 -3.171 0.000 -0.004 -0.030
N 1.225 0.460 0.255 0.615 -0.018 -0.177
C 2.448 0.748 0.144 -0.286 -0.031 0.171
C 2.972 2.149 0.065 0.061 0.199 0.011
C 4.154 2.456 -0.610 -0.082 -0.046 0.000
C 4.598 3.768 -0.700 0.020 0.016 -0.014
C 3.881 4.792 -0.099 0.013 0.004 -0.009
C 2.714 4.495 0.593 -0.017 -0.002 0.033
C 2.264 3.186 0.671 0.118 -0.013 0.031
C 3.467 -0.355 0.094 0.092 -0.073 0.065
C 4.543 -0.393 0.979 0.003 0.015 -0.050
C 5.417 -1.471 0.981 0.005 -0.006 0.009
C 5.235 -2.515 0.082 0.019 -0.011 0.002
C 4.174 -2.476 -0.813 -0.010 0.017 -0.022
C 3.292 -1.404 -0.805 0.031 -0.039 -0.001
H 4.723 1.661 -1.076 -0.002 0.007 -0.002
H 5.510 3.990 -1.240 -0.006 -0.003 0.002
H 4.233 5.814 -0.162 0.003 -0.008 0.000
H 2.159 5.288 1.081 0.000 -0.008 -0.007
H 1.352 2.948 1.200 -0.005 -0.016 0.020
H 4.690 0.427 1.673 -0.001 -0.011 -0.007
H 6.242 -1.497 1.682 -0.006 0.003 -0.005
H 5.921 -3.352 0.077 -0.003 0.004 0.002
H 4.030 -3.284 -1.520 0.009 0.004 0.001
H 2.440 -1.384 -1.478 0.055 0.055 -0.023
Br -4.452 -4.492 -1.569 0.028 0.059 0.018
C -5.050 -2.727 -1.193 -0.043 -0.043 -0.005
C -6.410 -2.493 -1.050 0.080 0.002 0.000
N -6.897 -1.284 -0.792 -0.066 -0.006 -0.011
C -6.037 -0.275 -0.679 0.091 -0.026 -0.027
C -4.660 -0.426 -0.799 -0.130 -0.116 0.078
C -4.149 -1.691 -1.063 0.005 0.052 -0.008
C -3.737 0.754 -0.625 0.060 0.399 -0.218
O -4.205 1.898 -0.646 -0.102 -0.103 0.111
O -2.514 0.451 -0.483 0.027 -0.122 0.073
H -7.120 -3.307 -1.148 -0.006 0.020 0.009
H -6.446 0.708 -0.480 -0.002 -0.001 0.000
H -3.079 -1.826 -1.180 -0.026 -0.028 0.032
C -0.363 -5.185 0.240 -0.044 0.000 0.019
N -0.537 -4.020 -0.608 0.196 -0.085 -0.062
C -0.039 -2.774 -0.488 -0.062 -0.010 0.082
S -0.511 -1.641 -1.677 0.038 0.314 0.177
N 0.750 -2.387 0.508 0.017 0.107 0.067
C 1.541 -3.176 1.438 -0.005 -0.041 0.024
H -1.178 -5.874 0.026 0.017 0.007 -0.031
H -0.433 -4.922 1.290 -0.005 0.017 0.038
H 0.583 -5.700 0.060 -0.001 -0.003 0.019
H -1.069 -4.144 -1.454 -0.052 0.035 0.040
H 1.002 -1.375 0.461 -0.172 -0.050 -0.060
H 2.071 -3.987 0.939 -0.022 -0.002 -0.001
H 0.951 -3.580 2.261 0.002 0.007 0.013
H 2.290 -2.506 1.858 0.012 -0.012 -0.029
```
Positions in Å, forces in eV/Å.

The HOMO energy (spin up / spin down) comes out at -7.311 / -7.116 eV. The total energy comes out at -157999.164 eV. The multiplicity is 2. For the orbital gap (spin up / spin down), the calculation gives 7.8 / 7.6 eV. As for the energy above the lowest of the compared OMol25 structures with the same formula, charge and spin: 0.00 kJ/mol. As for the expectation value of S²: 0.927. The LUMO energy (spin up / spin down) comes out at 0.47 / 0.47 eV.

Charges in e, computed with Löwdin, in the same order as the atoms:
1. Mn 0.594
2. C -0.048
3. O -0.261
4. C -0.138
5. C -0.127
6. O -0.233
7. C -0.119
8. C -0.133
9. O -0.260
10. C -0.058
11. H 0.099
12. H 0.085
13. H 0.098
14. H 0.135
15. H 0.134
16. H 0.142
17. H 0.124
18. H 0.142
19. H 0.112
20. H 0.113
21. H 0.136
22. H 0.099
23. H 0.103
24. H 0.041
25. N 0.025
26. C -0.308
27. C -0.160
28. C -0.030
29. C -0.082
30. C -0.096
31. C -0.090
32. C -0.055
33. C -0.198
34. C -0.043
35. C -0.088
36. C -0.099
37. C -0.088
38. C -0.050
39. H 0.116
40. H 0.101
41. H 0.099
42. H 0.102
43. H 0.096
44. H 0.118
45. H 0.100
46. H 0.098
47. H 0.104
48. H 0.091
49. Br 0.715
50. C -0.651
51. C -0.196
52. N 0.071
53. C -0.076
54. C -0.102
55. C -0.056
56. C -0.598
57. O 0.014
58. O -0.134
59. H 0.099
60. H 0.118
61. H 0.046
62. C -0.074
63. N -0.039
64. C -0.804
65. S 0.710
66. N -0.036
67. C -0.064
68. H 0.083
69. H 0.073
70. H 0.083
71. H 0.085
72. H 0.047
73. H 0.083
74. H 0.074
75. H 0.088

***

(2)
A molecular structure, C28H35CaN3O in a non-equilibrium geometry. Source: the Open Molecules 2025 dataset; level of theory: the ωB97M-V functional and the def2-TZVPD basis.

Structure (XYZ):
```
68
Properties=species:S:1:pos:R:3:forces:R:3
Ca -0.069 -1.055 0.073 -0.956 1.407 1.076
N -2.237 -2.685 2.791 -0.279 -0.744 1.899
N -2.388 -0.196 -1.617 -4.183 1.098 -2.986
C 2.046 -1.169 -0.755 0.054 -2.117 -1.172
C 1.209 -1.242 -1.934 0.796 -1.729 0.957
C 0.434 -2.468 -1.872 1.682 0.389 1.187
C -0.564 -2.903 -2.893 0.142 -0.348 -0.121
H -0.700 -2.113 -3.638 -0.139 -0.156 0.074
H -1.547 -3.170 -2.479 0.220 0.226 0.018
H -0.162 -3.796 -3.397 -0.229 0.075 -0.183
C 0.783 -3.159 -0.657 1.470 1.309 -0.425
C 0.246 -4.465 -0.179 0.492 -0.382 -0.148
H 0.999 -5.223 -0.447 -0.091 -0.358 0.055
H -0.690 -4.737 -0.674 0.050 0.119 0.147
H 0.094 -4.505 0.906 -0.110 0.163 -0.272
C 1.785 -2.355 0.051 0.002 -0.445 -2.615
C 2.391 -2.662 1.372 0.368 -0.467 -0.145
H 1.689 -3.095 2.099 0.002 0.073 -0.175
H 2.870 -1.787 1.828 -0.014 -0.093 -0.024
H 3.171 -3.406 1.173 0.219 -0.090 0.536
C 1.183 -0.292 -3.065 0.047 -0.146 -0.431
H 1.624 -0.780 -3.944 0.031 0.156 -0.244
H 1.763 0.608 -2.861 -0.032 -0.376 0.033
H 0.158 0.009 -3.331 0.286 -0.167 0.075
C 3.059 -0.130 -0.434 0.374 -0.040 -0.076
H 3.114 0.101 0.642 0.029 0.035 -0.194
H 2.892 0.807 -0.973 -0.029 -0.024 0.094
H 4.044 -0.520 -0.735 0.132 0.339 0.182
C -2.953 -2.492 3.866 -0.939 1.243 0.349
H -2.834 -3.223 4.675 -0.055 0.145 -0.039
C -3.853 -1.398 4.039 0.289 -0.925 0.686
H -4.415 -1.296 4.963 0.012 0.014 -0.030
C -3.981 -0.487 2.988 0.419 0.066 -0.701
H -4.652 0.366 3.066 -0.070 -0.006 0.059
C -3.250 -0.678 1.831 -0.277 0.331 0.982
H -3.314 -0.015 0.970 -0.131 -0.204 0.163
C -2.374 -1.821 1.727 -1.586 0.028 1.527
C -1.728 -2.127 0.640 -0.574 -1.579 -2.671
H -1.992 -2.881 -0.064 0.089 -0.711 -0.266
C -1.346 0.259 -1.102 5.794 -1.962 3.230
C -3.003 0.974 -2.098 0.168 -0.284 0.023
H -3.923 0.909 -2.616 -0.836 0.299 -0.483
C -2.245 2.049 -1.788 0.120 1.138 0.104
H -2.321 3.090 -1.955 -0.473 0.893 -0.275
N -1.125 1.561 -1.089 -1.967 2.803 -1.487
C -0.057 2.372 -0.539 -1.331 -0.953 -0.947
C 0.847 2.943 -1.436 0.647 0.452 0.836
C 1.874 3.743 -0.895 -0.316 -0.195 0.032
H 2.612 4.184 -1.571 -0.143 -0.125 0.181
C 1.974 3.970 0.482 -0.169 -0.180 -0.189
C 3.119 4.777 1.051 -0.007 0.054 0.049
H 3.661 4.204 1.813 -0.094 0.073 -0.096
H 2.768 5.704 1.528 0.045 -0.173 -0.090
H 3.839 5.051 0.272 -0.138 -0.030 0.081
C 1.003 3.421 1.329 -0.150 -0.206 -0.253
H 1.046 3.612 2.405 0.041 -0.051 -0.248
C -0.039 2.616 0.834 0.659 0.542 0.214
C -1.113 2.089 1.737 -0.388 -0.335 0.325
H -1.921 2.823 1.883 0.239 -0.002 -0.146
H -0.714 1.837 2.732 -0.143 0.089 -0.381
H -1.594 1.186 1.329 0.298 0.427 0.254
C 0.735 2.704 -2.906 -0.002 0.131 -0.686
H 0.335 3.573 -3.440 0.081 0.124 0.193
H 0.049 1.881 -3.112 0.204 0.339 0.068
H 1.714 2.458 -3.354 -0.384 0.268 0.195
O 0.356 -0.398 2.061 0.596 1.036 1.864
H 1.230 0.010 2.039 0.248 -0.016 0.354
H 0.388 -1.159 2.651 -0.111 -0.260 0.096
```
Positions in Å, forces in eV/Å.

The total charge is -2. The HOMO energy (spin up / spin down) comes out at 2.350 / 2.351 eV. The total energy comes out at -54552.644 eV. For the orbital gap (spin up / spin down), the calculation gives 2.0 / 2.0 eV. The LUMO energy (spin up / spin down) comes out at 4.31 / 4.31 eV.

Charges in e, computed with Löwdin, in the same order as the atoms:
1. Ca 1.022
2. N 0.054
3. N 0.063
4. C -0.351
5. C -0.314
6. C -0.292
7. C -0.065
8. H 0.061
9. H 0.070
10. H 0.065
11. C -0.314
12. C -0.096
13. H 0.058
14. H 0.062
15. H 0.066
16. C -0.350
17. C -0.098
18. H 0.070
19. H 0.052
20. H 0.068
21. C -0.082
22. H 0.077
23. H 0.037
24. H 0.067
25. C -0.070
26. H 0.056
27. H 0.058
28. H 0.071
29. C -0.251
30. H 0.065
31. C -0.183
32. H 0.038
33. C -0.170
34. H 0.072
35. C -0.078
36. H 0.082
37. C -0.506
38. C -0.250
39. H 0.014
40. C -0.468
41. C -0.171
42. H 0.055
43. C -0.126
44. H 0.073
45. N -0.061
46. C -0.109
47. C -0.192
48. C -0.022
49. H 0.108
50. C -0.283
51. C -0.083
52. H 0.069
53. H 0.070
54. H 0.063
55. C -0.017
56. H 0.113
57. C -0.186
58. C -0.044
59. H 0.091
60. H 0.081
61. H 0.049
62. C -0.067
63. H 0.082
64. H 0.051
65. H 0.080
66. O -0.163
67. H 0.054
68. H 0.073

***

(3)
A molecular structure, C28H35CdCl2N7O5SbSe4. Source: the Open Molecules 2025 dataset; level of theory: the ωB97M-V functional and the def2-TZVPD basis.

Structure (XYZ):
```
83
Properties=species:S:1:pos:R:3:forces:R:3
Cd -0.047 0.243 0.776 0.015 0.037 -0.116
O -1.935 -2.172 6.286 0.001 0.004 -0.002
C -1.517 -1.574 5.145 -0.005 0.004 -0.005
C -0.443 -0.689 5.127 0.006 0.011 -0.005
C -0.079 -0.125 3.921 -0.001 -0.010 0.005
N -0.726 -0.428 2.799 -0.009 -0.041 0.053
C -1.766 -1.260 2.808 0.008 -0.040 0.012
C -2.207 -1.856 3.971 0.012 -0.004 0.006
C -2.463 -1.491 1.458 -0.029 -0.017 -0.037
O -3.528 -2.087 1.479 -0.008 -0.025 0.012
O -1.861 -1.005 0.438 0.069 0.117 0.030
C 1.064 0.900 3.804 -0.028 0.003 0.010
O 1.666 1.178 4.843 0.021 -0.003 0.036
O 1.242 1.359 2.640 -0.004 -0.008 -0.028
H -1.344 -1.930 7.007 -0.002 -0.003 -0.006
H 0.116 -0.423 6.016 0.001 0.003 0.004
H -3.054 -2.526 3.949 0.003 -0.006 -0.002
C 4.225 1.451 1.395 0.021 0.004 0.014
N 3.992 0.026 1.304 0.009 -0.003 -0.037
C 5.135 -0.839 1.511 0.012 0.002 -0.004
C 2.807 -0.458 0.846 -0.005 0.022 0.054
N 2.029 0.196 -0.011 -0.005 -0.105 0.052
C 2.576 0.882 -1.094 0.039 -0.018 -0.034
C 3.717 0.370 -1.686 -0.045 0.011 0.020
C 4.298 0.938 -2.823 -0.007 0.013 -0.016
C 3.711 2.012 -3.419 0.017 0.000 0.006
C 2.526 2.563 -2.880 -0.011 0.015 0.017
C 1.932 3.656 -3.562 0.007 0.009 0.001
C 0.792 4.233 -3.094 0.008 0.000 -0.002
C 0.216 3.752 -1.909 0.005 0.000 -0.008
C 0.762 2.709 -1.194 -0.042 -0.019 -0.023
N 0.084 2.340 -0.016 0.018 0.013 0.030
C -0.191 3.242 0.894 0.041 -0.015 0.011
N 0.570 4.345 1.132 -0.038 -0.006 -0.022
C -0.004 5.604 1.554 -0.005 0.003 0.013
C 1.980 4.378 0.819 0.033 0.000 -0.013
N -1.282 3.086 1.691 -0.021 0.005 0.006
C -1.210 3.348 3.119 0.005 0.010 0.026
C -2.427 2.307 1.255 -0.021 0.003 -0.025
C 1.940 2.036 -1.688 -0.003 -0.020 -0.003
N 2.390 -1.628 1.352 -0.050 0.041 -0.066
C 2.694 -2.048 2.713 0.002 0.015 0.008
C 1.451 -2.482 0.631 0.026 -0.043 0.024
H 4.958 1.623 2.184 -0.002 0.003 0.003
H 3.295 1.927 1.697 -0.007 0.013 -0.005
H 4.604 1.877 0.459 -0.002 0.004 0.007
H 5.966 -0.496 0.885 0.000 0.002 0.004
H 4.890 -1.859 1.225 0.001 0.000 0.000
H 5.461 -0.834 2.554 0.001 -0.001 0.002
H 4.143 -0.537 -1.277 0.006 -0.006 0.009
H 5.191 0.492 -3.243 0.004 0.001 -0.004
H 4.120 2.448 -4.321 0.002 0.001 -0.006
H 2.405 4.010 -4.470 0.000 0.001 -0.003
H 0.328 5.055 -3.623 -0.001 0.004 -0.006
H -0.695 4.202 -1.531 -0.003 0.002 -0.001
H -1.089 5.535 1.573 0.000 0.000 -0.002
H 0.283 6.387 0.845 -0.001 0.001 0.003
H 0.348 5.895 2.548 -0.001 -0.003 0.000
H 2.342 3.367 0.671 0.007 0.000 0.008
H 2.519 4.818 1.661 0.000 0.006 -0.001
H 2.181 4.963 -0.085 0.003 -0.003 0.002
H -1.880 4.160 3.415 0.000 0.001 0.001
H -0.187 3.584 3.402 -0.007 0.002 0.002
H -1.502 2.444 3.660 0.002 0.007 -0.004
H -3.342 2.837 1.528 -0.002 -0.005 -0.003
H -2.454 1.321 1.726 -0.010 0.017 0.000
H -2.399 2.172 0.176 -0.008 0.003 0.007
H 3.091 -1.207 3.279 -0.006 -0.010 0.006
H 3.392 -2.887 2.730 0.010 -0.010 0.000
H 1.769 -2.391 3.178 -0.001 0.001 0.001
H 1.427 -2.218 -0.423 -0.006 0.011 0.006
H 0.442 -2.424 1.049 -0.002 0.020 0.007
H 1.780 -3.515 0.736 -0.029 -0.011 -0.022
Se 1.478 -5.793 2.636 0.004 0.019 -0.024
Sb 0.538 -6.617 0.593 0.001 0.011 -0.035
Se 1.552 -5.555 -1.505 -0.011 -0.026 0.032
Se -0.241 -8.841 0.279 0.004 -0.001 0.008
Se -0.652 -4.845 -0.797 0.016 -0.027 0.016
Cl -1.073 -0.317 -2.313 0.005 0.039 0.037
C -0.276 0.390 -3.721 -0.018 -0.024 -0.023
Cl 1.164 -0.524 -4.198 0.013 0.003 -0.021
H 0.031 1.402 -3.481 -0.006 -0.011 -0.004
H -0.974 0.370 -4.550 0.004 0.004 0.007
```
Positions in Å, forces in eV/Å.

The total charge is -1. The HOMO energy comes out at -4.769 eV. The total energy comes out at -347811.070 eV. For the orbital gap, the calculation gives 6.7 eV. As for the energy above the lowest of the compared OMol25 structures with the same formula, charge and spin: 0.00 kJ/mol. The LUMO energy comes out at 1.89 eV.

Charges in e, computed with Löwdin, in the same order as the atoms:
1. Cd 1.452
2. O 0.078
3. C -0.277
4. C 0.059
5. C -0.199
6. N 0.049
7. C -0.183
8. C 0.083
9. C -0.644
10. O 0.045
11. O -0.230
12. C -0.659
13. O 0.005
14. O -0.112
15. H 0.110
16. H 0.125
17. H 0.134
18. C -0.040
19. N -0.141
20. C -0.053
21. C -0.423
22. N 0.032
23. C -0.231
24. C -0.045
25. C -0.087
26. C -0.070
27. C -0.185
28. C -0.057
29. C -0.086
30. C -0.048
31. C -0.256
32. N 0.034
33. C -0.419
34. N -0.131
35. C -0.053
36. C -0.029
37. N -0.148
38. C -0.047
39. C -0.049
40. C -0.061
41. N -0.122
42. C -0.044
43. C -0.125
44. H 0.096
45. H 0.058
46. H 0.089
47. H 0.091
48. H 0.092
49. H 0.092
50. H 0.118
51. H 0.106
52. H 0.106
53. H 0.107
54. H 0.102
55. H 0.117
56. H 0.087
57. H 0.091
58. H 0.092
59. H 0.063
60. H 0.101
61. H 0.098
62. H 0.088
63. H 0.094
64. H 0.091
65. H 0.093
66. H 0.061
67. H 0.087
68. H 0.094
69. H 0.082
70. H 0.081
71. H 0.079
72. H 0.049
73. H -0.004
74. Se -0.176
75. Sb -0.225
76. Se -0.078
77. Se -0.201
78. Se -0.026
79. Cl 0.566
80. C -0.987
81. Cl 0.554
82. H -0.007
83. H 0.023